Record 1
This record from OMol25 describes an isolated ion of composition C3H5N2S and charge +1 in a non-equilibrium geometry. The level of theory is ωB97M-V/def2-TZVPD.

Results
- frontier orbital gap (eV) = 9.3599
- DFT total energy (eV) = -16998.3252
- energy relative to the best compared isomer or geometry (same formula, charge and spin) (kcal/mol) = 44.7
- strongest force on any atom (eV Å⁻¹) = 3.41
- HOMO energy (Ha) = -0.54927
- LUMO energy (eV) = -5.59
- net charge = +1

Geometry (Å):
1 C -1.011 0.813 0.012
2 H 1.667 -1.678 -0.942
3 H 1.699 -1.742 0.854
4 C 1.356 0.305 0.083
5 H -1.436 1.837 0.179
6 N -1.404 -0.363 -0.057
7 S 3.035 0.234 -0.001
8 C 1.638 -1.105 -0.052
9 H 0.739 2.045 -0.004
10 H -2.339 -0.695 0.084
11 N 0.359 1.126 -0.115

---

Record 2
This record from OMol25 describes C3H5N3 in the gas phase. The level of theory is ωB97M-V/def2-TZVPD.

Results
- frontier orbital gap (eV) = 10.9635
- DFT total energy (eV) = -7661.6873
- energy relative to the best compared isomer or geometry (same formula, charge and spin) (kcal/mol) = 17.7
- strongest force on any atom (eV Å⁻¹) = 0.28
- HOMO energy (Ha) = -0.35992
- LUMO energy (eV) = 1.17

Geometry (Å):
1 N 1.853 -0.443 0.248
2 C -1.662 -0.323 -0.027
3 N 0.681 -1.048 0.324
4 H 0.205 2.079 -0.496
5 H -2.035 -0.666 0.943
6 C 0.548 1.091 -0.224
7 N 1.844 0.834 -0.074
8 C -0.186 -0.082 0.023
9 H 2.715 -0.934 0.428
10 H -2.197 0.593 -0.296
11 H -1.902 -1.089 -0.771

---

Record 3
This record from OMol25 describes a 2-piece molecular cluster, C3H5N3 overall in a non-equilibrium geometry. The level of theory is ωB97M-V/def2-TZVPD.

Results
- frontier orbital gap (eV) = 8.4171
- DFT total energy (eV) = -7657.4036
- energy relative to the best compared isomer or geometry (same formula, charge and spin) (kcal/mol) = 116.5
- strongest force on any atom (eV Å⁻¹) = 1.02
- HOMO energy (Ha) = -0.32994
- LUMO energy (eV) = -0.56

Geometry (Å):
1 H 0.740 2.521 0.065
2 C -1.660 -0.395 -0.082
3 N 1.954 -0.904 0.082
4 H -1.995 -0.864 0.854
5 H -1.841 -1.101 -0.903
6 C 1.530 1.800 0.099
7 C 0.690 -0.772 0.022
8 N -0.281 0.049 -0.015
9 H -2.298 0.477 -0.254
10 H 0.698 -1.923 -0.007
11 N 2.463 1.110 0.139

---

Record 4
This record from OMol25 describes C3H5N3 in the gas phase. The level of theory is ωB97M-V/def2-TZVPD.

Results
- frontier orbital gap (eV) = 10.3162
- DFT total energy (eV) = -7661.4138
- energy relative to the best compared isomer or geometry (same formula, charge and spin) (kcal/mol) = 24.0
- strongest force on any atom (eV Å⁻¹) = 0.88
- HOMO energy (Ha) = -0.34823
- LUMO energy (eV) = 0.84

Geometry (Å):
1 C -0.241 -0.243 0.061
2 H 2.827 0.339 -0.122
3 C 0.774 0.641 -0.166
4 N 1.614 -1.363 0.308
5 H -1.851 1.075 -0.342
6 N 1.904 -0.068 -0.008
7 N 0.322 -1.454 0.347
8 C -1.704 0.049 0.013
9 H -2.228 -0.625 -0.671
10 H -2.168 -0.037 1.000
11 H 0.753 1.687 -0.419

---

Record 5
This record from OMol25 describes C3H5N3 in the gas phase. The level of theory is ωB97M-V/def2-TZVPD.

Results
- frontier orbital gap (eV) = 8.7518
- DFT total energy (eV) = -7658.7629
- energy relative to the best compared isomer or geometry (same formula, charge and spin) (kcal/mol) = 85.2
- strongest force on any atom (eV Å⁻¹) = 0.54
- HOMO energy (Ha) = -0.30816
- LUMO energy (eV) = 0.37

Geometry (Å):
1 N 0.977 -1.131 0.642
2 C -0.211 0.529 1.618
3 H -0.392 1.017 2.573
4 H -0.119 -0.043 -2.640
5 N 0.742 -0.562 1.720
6 C -0.817 0.792 0.471
7 C -0.771 0.160 -0.717
8 H 1.617 -1.911 0.836
9 H -1.355 -0.756 -0.825
10 N -0.186 0.591 -1.864
11 H 0.515 1.313 -1.812

---

Record 6
This record from OMol25 describes C3H5N3 in the gas phase. The level of theory is ωB97M-V/def2-TZVPD.

Results
- frontier orbital gap (eV) = 10.8506
- DFT total energy (eV) = -7661.8266
- energy relative to the best compared isomer or geometry (same formula, charge and spin) (kcal/mol) = 14.5
- strongest force on any atom (eV Å⁻¹) = 0.67
- HOMO energy (Ha) = -0.36665
- LUMO energy (eV) = 0.87

Geometry (Å):
1 N -0.817 -1.797 -0.094
2 N -0.060 0.267 0.047
3 H -1.241 -1.971 1.963
4 H -0.060 -0.816 -1.803
5 C 0.777 1.413 -0.355
6 H 0.233 2.341 -0.572
7 C -0.873 -1.317 1.174
8 N -0.426 -0.079 1.333
9 H 1.521 1.614 0.415
10 C -0.301 -0.789 -0.752
11 H 1.320 1.143 -1.272

---

Record 7
This record from OMol25 describes C3H5N3 in the gas phase in a non-equilibrium geometry. The level of theory is ωB97M-V/def2-TZVPD.

Results
- frontier orbital gap (eV) = 10.1901
- DFT total energy (eV) = -7661.2713
- energy relative to the best compared isomer or geometry (same formula, charge and spin) (kcal/mol) = 27.3
- strongest force on any atom (eV Å⁻¹) = 1.25
- HOMO energy (Ha) = -0.33595
- LUMO energy (eV) = 1.05

Geometry (Å):
1 C 0.359 -0.220 -0.103
2 N -1.433 0.383 1.156
3 H 0.066 -1.145 1.724
4 N 1.508 -1.011 -0.243
5 H -2.105 1.756 -0.190
6 H -0.187 1.256 -1.752
7 C -0.329 0.760 -0.800
8 N -1.382 1.079 0.000
9 H 1.461 -1.859 -0.779
10 H 2.410 -0.603 -0.085
11 C -0.369 -0.396 1.072

---

Record 8
This record from OMol25 describes C3H5N3 in the gas phase. The level of theory is ωB97M-V/def2-TZVPD.

Results
- frontier orbital gap (eV) = 10.6320
- DFT total energy (eV) = -7661.2609
- energy relative to the best compared isomer or geometry (same formula, charge and spin) (kcal/mol) = 27.5
- strongest force on any atom (eV Å⁻¹) = 0.18
- HOMO energy (Ha) = -0.35916
- LUMO energy (eV) = 0.86

Geometry (Å):
1 N -0.229 -0.188 -0.055
2 C -1.667 -0.057 0.042
3 N 0.312 -1.378 -0.338
4 H 2.926 0.396 0.011
5 H 0.506 1.770 0.388
6 N 1.600 -1.240 -0.331
7 H -1.992 -0.129 1.084
8 H -1.981 0.903 -0.375
9 C 0.732 0.742 0.145
10 C 1.903 0.051 -0.038
11 H -2.110 -0.870 -0.534

---

- Which of these has the highest frontier orbital gap?
  number 2

---

Please write out number 2 again, unchanged.
This record from OMol25 describes C3H5N3 in the gas phase. The level of theory is ωB97M-V/def2-TZVPD.

Results
- frontier orbital gap (eV) = 10.9635
- DFT total energy (eV) = -7661.6873
- energy relative to the best compared isomer or geometry (same formula, charge and spin) (kcal/mol) = 17.7
- strongest force on any atom (eV Å⁻¹) = 0.28
- HOMO energy (Ha) = -0.35992
- LUMO energy (eV) = 1.17

Geometry (Å):
1 N 1.853 -0.443 0.248
2 C -1.662 -0.323 -0.027
3 N 0.681 -1.048 0.324
4 H 0.205 2.079 -0.496
5 H -2.035 -0.666 0.943
6 C 0.548 1.091 -0.224
7 N 1.844 0.834 -0.074
8 C -0.186 -0.082 0.023
9 H 2.715 -0.934 0.428
10 H -2.197 0.593 -0.296
11 H -1.902 -1.089 -0.771